ORCA calculation (the ωB97M-V functional and the def2-TZVPD basis) on the molecule C5H13NS.

Properties
E_tot: -651.20474 Ha
Orbital gap: 9.52 eV
HOMO level: -8.53 eV
Lowest unoccupied orbital energy: 0.0365 Ha

Each atom is followed by the atoms it is bonded to, with distances in Å.
Positions of all 20 atoms, in Å:
1 C 0.26 1.13 -0.67  C2 1.553, C5 1.558, H8 1.101, H9 1.095
2 C 1.22 -0.07 -0.89  C1 1.553, C3 1.518, H10 1.093, H11 1.076
3 C 2.06 -0.47 0.31  C2 1.518, S4 1.829, H12 1.102, H13 1.081
4 S 3.69 0.33 0.49  C3 1.829, H14 1.337
5 C -1.04 0.74 0.10  C1 1.558, N6 1.450, H15 1.112, H16 1.098
6 N -1.64 -0.52 -0.28  C5 1.450, C7 1.440, H17 0.995
7 C -2.60 -1.07 0.65  N6 1.440, H18 1.096, H19 1.125, H20 1.090
8 H -0.09 1.45 -1.67  C1 1.101
9 H 0.62 2.04 -0.17  C1 1.095
10 H 1.82 0.29 -1.73  C2 1.093
11 H 0.82 -1.02 -1.22  C2 1.076
12 H 1.54 -0.34 1.28  C3 1.102
13 H 2.31 -1.51 0.26  C3 1.081
14 H 3.34 1.60 0.25  S4 1.337
15 H -0.81 0.84 1.18  C5 1.112
16 H -1.86 1.46 0.07  C5 1.098
17 H -1.02 -1.20 -0.67  N6 0.995
18 H -3.42 -0.37 0.82  C7 1.096
19 H -2.30 -1.30 1.71  C7 1.125
20 H -2.89 -2.02 0.18  C7 1.090